<1>
Density functional theory data (ωB97M-V/def2-TZVPD) for a cluster of 6 separate species, C3H17NO4 in total.

The HOMO-LUMO gap comes out at 2.75 eV. As for the LUMO energy: -6.33 eV. As for the spin multiplicity: 1. Its net charge is 0. The value obtained for the HOMO energy is -9.077 eV.

```
25
C3H17NO4, DFT ωB97M-V/def2-TZVPD
C 2.3870 -1.3561 -2.0799
C 1.9283 -2.7717 -1.7246
C 1.5040 -2.9834 -0.2692
N -2.1840 5.0746 2.0608
H 3.1867 -0.9733 -1.4032
H 2.8470 -1.3622 -3.0765
H 1.0358 -2.8759 -2.3562
H 2.7234 -3.5013 -1.8650
H 0.5925 -2.4854 0.1134
H 1.1436 -4.0229 -0.1361
H 2.3564 -2.6472 0.3456
H -1.5276 5.4788 1.4078
H -1.8561 5.1220 3.0141
H -3.3758 2.5637 0.8281
H -1.6365 1.5650 1.7991
O -2.4748 2.6205 1.1793
H 1.5802 -0.6662 -1.8919
H -1.6063 -1.5469 -1.1755
O -0.6708 -1.5315 -0.9214
H 0.0312 -0.2567 -0.6405
H -2.4848 4.1242 1.7279
O 0.1968 0.6918 -0.3349
H -2.0351 0.3831 2.7140
H -0.3793 0.6354 0.4522
O -1.2816 0.7216 2.2329
```

<2>
Density functional theory data (ωB97M-V/def2-TZVPD) for a cluster of 5 separate species, C3H17NO4 in total.

The HOMO-LUMO gap comes out at 10.50 eV. The SMILES is CC(C)N.O.O.O.O. As for the LUMO energy: 0.32 eV. As for the spin multiplicity: 1. Its net charge is 0. The value obtained for the HOMO energy is -10.178 eV.

```
25
C3H17NO4, DFT ωB97M-V/def2-TZVPD
C 0.7635 -1.7018 -2.4992
C 0.0084 -0.8372 -1.5131
C -0.4447 -1.6170 -0.2728
N 0.7223 0.3767 -1.0788
H 0.5189 -1.6008 -3.5556
H 1.8347 -1.4689 -2.4897
H 0.8221 -2.7483 -2.1918
H -0.9453 -0.4423 -1.8742
H -1.2391 -2.3610 -0.3582
H 0.3562 -2.3026 0.0309
H -0.5899 -0.9774 0.5891
H 0.7894 0.9690 -1.8950
H 1.6292 0.3157 -0.6383
O 1.7553 -1.7632 2.6705
H 1.0415 -1.2197 3.0349
H 2.3822 -1.1280 2.3132
O -1.1003 1.8538 0.9152
H -1.8857 2.0684 0.4108
H -0.5392 1.3481 0.3027
O -1.6424 2.5261 -1.8056
H -0.7688 2.8332 -1.5388
H -1.5063 2.0176 -2.6094
O -0.0095 0.5567 2.9361
H 0.0698 0.7477 2.0002
H -0.8354 0.9924 3.1662
```

Short version: <2> is the most stable of them.

<1>
Density functional theory data (ωB97M-V/def2-TZVPD) for the molecule C4H10NO2.

The HOMO-LUMO gap (alpha / beta) comes out at 4.80 / 11.01 eV. As for the expectation value of S²: 0.752. As for the LUMO energy (alpha / beta): 0.90 / 0.48 eV. As for the spin multiplicity: 2. Its net charge is 0. The value obtained for the HOMO energy (alpha / beta) is -3.895 / -10.530 eV.

```
17
C4H10NO2, DFT ωB97M-V/def2-TZVPD
O -1.7744 1.9742 0.2096
C -0.8453 1.4263 0.7522
O -0.4214 1.7772 2.0252
C 0.1182 0.4486 0.1879
C -0.3732 -0.1868 -1.1065
C 0.5785 -1.2285 -1.7025
N 0.4365 -0.5974 1.2407
H -0.8188 2.6305 2.2722
H 1.0592 0.9593 0.0053
H -0.4731 0.6397 -1.8154
H -1.3212 -0.6869 -0.9274
H 0.5863 -2.1433 -1.1186
H 1.5618 -0.8227 -1.9195
H 0.1471 -1.5550 -2.6497
H 0.9164 -0.2041 2.0719
H 1.0655 -1.3665 0.9062
H -0.4421 -1.0648 1.5684
```

<2>
Density functional theory data (ωB97M-V/def2-TZVPD) for a cluster of 2 separate species, C4H10NO2 in total.

The HOMO-LUMO gap (alpha / beta) comes out at 5.72 / 5.75 eV. As for the expectation value of S²: 0.755. As for the LUMO energy (alpha / beta): -2.35 / -2.33 eV. As for the spin multiplicity: 2. Its net charge is 0. The value obtained for the HOMO energy (alpha / beta) is -8.071 / -8.085 eV.

```
17
C4H10NO2, DFT ωB97M-V/def2-TZVPD
C 1.5529 0.7075 -1.3289
O -1.9245 0.3036 2.6131
C 1.5116 -0.6729 -0.9460
C 0.2760 -0.1122 -0.2399
C -1.0818 0.7107 -0.6620
O -2.0884 0.3279 0.1102
N 2.5029 -1.3967 -0.2530
H 1.6979 1.5281 -0.6373
H 1.4718 0.9536 -2.3857
H 1.1258 -1.3478 -1.7194
H -0.1918 -1.0166 0.1663
H 0.7035 0.2562 0.7199
H -0.8361 1.7791 -0.6822
H -1.3532 0.4811 -1.6999
H -1.9629 0.2401 1.5603
H 2.4690 -1.3043 0.7671
H -1.7069 -0.5611 2.9569
```

Short version: <1> is the most stable of them.

<1>
Density functional theory data (ωB97M-V/def2-TZVPD) for a structure of composition C7H8N2.

The HOMO-LUMO gap comes out at 9.44 eV. As for the LUMO energy: -0.30 eV. As for the spin multiplicity: 1. Its net charge is 0. The value obtained for the HOMO energy is -9.745 eV.

```
17
C7H8N2, DFT ωB97M-V/def2-TZVPD
C -0.1907 -0.2617 2.4854
C -0.7692 -0.8894 1.0173
C 0.3061 -1.4044 -0.1160
C 0.6175 0.0205 -0.8675
C 0.9742 0.5756 -1.9314
C 0.1789 1.9098 -2.1263
C -0.3613 0.8590 -0.2764
H -1.1207 0.1272 2.9279
H 0.6803 0.4081 2.1835
H 0.1724 -1.3058 3.1357
H -1.5743 -1.4662 1.1110
H -0.1638 -2.2408 -1.1930
H 1.2190 -1.8470 0.4404
H 1.7877 0.6257 -2.8685
H 0.1470 2.3533 -3.2685
N -0.6731 2.0938 -1.2083
N -1.2301 0.4423 0.5547
```

<2>
Density functional theory data (ωB97M-V/def2-TZVPD) for a cluster of 2 separate species, C7H8N2 in total.

The HOMO-LUMO gap comes out at 10.36 eV. The SMILES is C1=CCN=C1.C=CC#N. As for the LUMO energy: 0.68 eV. As for the spin multiplicity: 1. Its net charge is 0. The value obtained for the HOMO energy is -9.677 eV.

```
17
C7H8N2, DFT ωB97M-V/def2-TZVPD
C -1.5433 -1.6954 0.4676
C -2.2360 -0.6306 0.0688
C -1.5308 0.0714 -1.0442
N -0.3312 -0.7020 -1.3264
C -0.4357 -1.6429 -0.4596
H -1.7680 -2.3283 1.3787
H -3.2259 -0.2501 0.4579
H -1.3762 1.1989 -0.9608
H -2.0712 0.2241 -1.9865
H 0.5230 -2.2660 -0.4807
C 2.5604 0.7129 -0.1689
C 2.2496 1.3982 0.9031
C 0.8757 1.5954 1.2163
N -0.1763 1.7744 1.5760
H 1.9278 0.1479 -0.7576
H 3.5207 0.7138 -0.5044
H 3.0373 1.6783 1.6210
```

<3>
Density functional theory data (ωB97M-V/def2-TZVPD) for the molecule C7H8N2.

The HOMO-LUMO gap comes out at 9.52 eV. The SMILES is C=C1C=C[C@H]2CN=CN12. As for the LUMO energy: 0.93 eV. As for the spin multiplicity: 1. Its net charge is 0. The value obtained for the HOMO energy is -8.584 eV.

```
17
C7H8N2, DFT ωB97M-V/def2-TZVPD
C -1.3413 0.9042 2.0661
C -0.8463 0.3084 1.0212
C -1.6050 -0.4475 0.0143
C -0.7761 -1.0929 -0.7845
C 0.6508 -0.9258 -0.3288
C 1.5469 -0.2725 -1.4104
N 1.8982 1.0649 -0.9443
C 1.2034 1.2773 0.1022
N 0.5493 0.1207 0.6449
H -2.4775 1.0987 1.8727
H -0.7712 1.2107 2.9254
H -2.6953 -0.7051 -0.1170
H -1.0109 -1.7019 -1.6857
H 1.1222 -1.8800 0.0789
H 1.0319 -0.3528 -2.4288
H 2.3886 -0.9031 -1.6226
H 1.1323 2.2966 0.5963
```

Short version: <3> is the most stable of them.

<1>
Density functional theory data (ωB97M-V/def2-TZVPD) for a structure of composition C3H6N4O.

The HOMO-LUMO gap comes out at 9.26 eV. As for the LUMO energy: 0.59 eV. As for the spin multiplicity: 1. Its net charge is 0. The value obtained for the HOMO energy is -8.673 eV.

```
14
C3H6N4O, DFT ωB97M-V/def2-TZVPD
C -2.4133 -0.6925 0.6555
C 0.1619 1.5222 0.0588
C 1.5101 -0.3558 0.1384
H -1.4110 -0.5306 1.6029
H -3.4525 -0.1291 1.2716
H -2.4607 -1.9897 0.3976
H -2.2191 -0.3439 -1.5499
H -0.1789 2.6231 0.3048
H 2.5404 -1.9250 -0.3778
N -1.9699 0.0945 -0.5104
N -0.5468 0.4128 -0.4718
N 1.4363 1.1737 0.3255
N 2.5915 -0.9916 0.0902
O 0.1314 -0.6718 -0.3500
```

<2>
Density functional theory data (ωB97M-V/def2-TZVPD) for the molecule C3H6N4O.

The HOMO-LUMO gap comes out at 9.92 eV. The SMILES is C=N/N=C\O/C=N\N. As for the LUMO energy: 0.95 eV. As for the spin multiplicity: 1. Its net charge is 0. The value obtained for the HOMO energy is -8.972 eV.

```
14
C3H6N4O, DFT ωB97M-V/def2-TZVPD
C -0.9457 -0.1045 2.1070
N -0.4691 0.3778 1.0328
N -1.4871 0.3938 0.0706
C -1.2032 -0.1758 -1.0286
O -0.1859 -0.9265 -1.4433
C 0.9901 -1.0300 -0.7598
N 1.8308 -0.1151 -0.5061
N 1.5984 1.1821 -0.9087
H -0.2841 -0.3315 2.8799
H -1.9549 -0.3117 2.2036
H -1.9226 -0.1254 -1.8520
H 1.2667 -2.0780 -0.6118
H 2.1315 1.8527 -0.3703
H 0.6350 1.3921 -0.8132
```

<3>
Density functional theory data (ωB97M-V/def2-TZVPD) for the molecule C3H6N4O.

The HOMO-LUMO gap comes out at 8.46 eV. The SMILES is [H]/N=c1\ccn(O)n1N. As for the LUMO energy: 0.47 eV. As for the spin multiplicity: 1. Its net charge is 0. The value obtained for the HOMO energy is -7.998 eV.

```
14
C3H6N4O, DFT ωB97M-V/def2-TZVPD
H 2.3795 -1.3898 -1.0520
N 1.3650 -1.3710 -1.2565
C 0.9328 -0.3599 -0.5469
C 1.5747 0.5074 0.3381
C 0.5994 1.1469 1.0399
N -0.6853 0.8637 0.4371
O -1.4533 0.4192 1.5376
N -0.4027 -0.0894 -0.4628
N -1.3545 -0.9054 -1.0739
H 2.6920 0.4219 0.5724
H 0.5118 1.9915 1.7832
H -2.3573 0.5905 1.2258
H -0.8689 -1.7337 -1.4524
H -1.8294 -0.4849 -1.8715
```

<4>
Density functional theory data (ωB97M-V/def2-TZVPD) for the molecule C3H6N4O.

The HOMO-LUMO gap comes out at 9.15 eV. The SMILES is [H]/N=C(/N)NC(=O)N=C. As for the LUMO energy: 0.05 eV. As for the spin multiplicity: 1. Its net charge is 0. The value obtained for the HOMO energy is -9.094 eV.

```
14
C3H6N4O, DFT ωB97M-V/def2-TZVPD
H -1.2113 -0.9843 2.6234
N -1.8466 -0.3621 2.1376
C -1.4146 0.0422 1.0152
N -2.1013 0.9493 0.2742
N -0.1175 -0.2581 0.5440
C 0.5196 0.2552 -0.5359
O 0.2005 1.1280 -1.3094
N 1.7538 -0.4802 -0.4898
C 2.4468 -0.6875 -1.5182
H -2.8791 1.3909 0.7320
H -1.6193 1.4332 -0.4702
H 0.7415 -0.8639 0.9341
H 3.3969 -1.1965 -1.4246
H 2.1306 -0.3662 -2.5123
```

Short version: <4> is the most stable of them.

<1>
Density functional theory data (ωB97M-V/def2-TZVPD) for a structure of composition C3H6N4O.

The HOMO-LUMO gap comes out at 7.26 eV. As for the LUMO energy: -0.94 eV. As for the spin multiplicity: 1. Its net charge is 0. The value obtained for the HOMO energy is -8.203 eV.

```
14
C3H6N4O, DFT ωB97M-V/def2-TZVPD
C 0.6921 -0.2279 -0.2335
C 0.2935 1.1749 -0.1151
C -1.1472 1.1563 0.0506
H 1.8638 1.3471 0.5680
H 3.4046 0.2154 -0.7225
H 1.7437 -1.6504 0.7711
H 0.7490 2.0816 -0.4814
H -1.8384 1.9495 0.1890
H -2.5662 -1.7916 0.3210
N 2.8055 0.1888 0.3552
N 1.9637 -0.8576 -0.2177
N -1.4873 -0.0576 0.0434
N -0.5177 -0.9705 -0.0492
O -2.7171 -0.3617 0.0277
```

<2>
Density functional theory data (ωB97M-V/def2-TZVPD) for a structure of composition C3H6N4O.

The HOMO-LUMO gap comes out at 8.60 eV. As for the LUMO energy: 0.67 eV. As for the spin multiplicity: 1. Its net charge is 0. The value obtained for the HOMO energy is -7.933 eV.

```
14
C3H6N4O, DFT ωB97M-V/def2-TZVPD
C -2.2814 -0.3553 0.1665
C -0.0085 -0.6209 0.0250
C 0.2705 0.8050 0.0584
H -2.1029 0.2866 1.1642
H -2.5995 0.1187 -0.7991
H -3.1372 -1.0599 0.5367
H 1.2000 -2.2308 0.3143
H -1.0019 2.1233 -1.0312
H -0.0577 2.8054 0.4019
N 1.1619 -1.1088 -0.0439
N 2.1211 -0.3723 0.0983
N 1.5339 0.8912 -0.0530
N -0.7238 1.7884 0.0020
O -1.1045 -1.1757 -0.2637
```

<3>
Density functional theory data (ωB97M-V/def2-TZVPD) for a cluster of 2 separate species, C3H6N4O in total.

The HOMO-LUMO gap comes out at 10.03 eV. The SMILES is c1nn[nH]n1.C=CO. As for the LUMO energy: 0.78 eV. As for the spin multiplicity: 1. Its net charge is 0. The value obtained for the HOMO energy is -9.245 eV.

```
14
C3H6N4O, DFT ωB97M-V/def2-TZVPD
C 2.8055 0.9920 0.1311
N 3.9703 0.3216 0.1334
N 3.6821 -0.9121 -0.0611
N 2.3769 -0.9877 -0.1791
N 1.7834 0.1809 -0.0656
H 2.7164 2.0471 0.2713
H 1.8609 -1.8428 -0.3194
C -1.6460 0.4530 -0.0432
C -0.9860 -0.6155 -0.4489
O -0.5255 -1.6218 0.3388
H -1.9663 1.1991 -0.7448
H -1.8735 0.6231 0.9955
H -0.7501 -0.7983 -1.4872
H -0.7487 -1.4228 1.2582
```

<4>
Density functional theory data (ωB97M-V/def2-TZVPD) for a cluster of 2 separate species, C3H6N4O in total.

The HOMO-LUMO gap comes out at 7.92 eV. The SMILES is N=C(N)N.N=C=C=O. As for the LUMO energy: -0.07 eV. As for the spin multiplicity: 1. Its net charge is 0. The value obtained for the HOMO energy is -7.993 eV.

```
14
C3H6N4O, DFT ωB97M-V/def2-TZVPD
N 1.5802 0.0732 1.2006
C 0.9263 -0.4641 0.2618
N -0.2919 -1.0686 0.5801
N 1.2661 -0.5514 -1.0686
H 2.4284 0.5477 0.9143
H -0.4067 -1.1821 1.5790
H -0.5232 -1.8985 0.0502
H 1.9612 0.1051 -1.3877
H 0.5095 -0.6874 -1.7212
N -0.6311 2.0729 -0.4511
C -1.3292 1.0564 -0.4482
C -2.0801 0.1151 0.0750
O -2.9350 -0.7006 -0.0054
H -0.4745 2.5823 0.4212
```

Short version: <3> is the most stable of them.

<1>
Density functional theory data (ωB97M-V/def2-TZVPD) for the molecule C3H6N4O.

The HOMO-LUMO gap comes out at 9.55 eV. The SMILES is [H]/N=c1\nc(CN)o[nH]1. As for the LUMO energy: 0.56 eV. As for the spin multiplicity: 1. Its net charge is 0. The value obtained for the HOMO energy is -8.985 eV.

```
14
C3H6N4O, DFT ωB97M-V/def2-TZVPD
H -2.8658 -1.4228 0.0458
N -2.9088 -0.3794 -0.0373
C -1.6386 -0.2202 -0.0366
N -0.4804 -1.0245 -0.0992
C 0.4820 -0.2279 0.0271
C 1.8607 -0.7560 0.1750
N 3.0276 0.1727 -0.1300
O 0.1970 1.1333 0.0353
N -1.1510 1.1064 0.1192
H 2.0886 -1.3963 1.0766
H 1.7609 -1.4454 -0.6719
H 2.6611 0.8709 0.6353
H 2.7593 0.5073 -1.0516
H -1.6162 1.9188 -0.2796
```

<2>
Density functional theory data (ωB97M-V/def2-TZVPD) for the molecule C3H6N4O.

The HOMO-LUMO gap (alpha / beta) comes out at 6.66 / 7.04 eV. As for the LUMO energy (alpha / beta): -1.15 / -0.84 eV. As for the spin multiplicity: 1. Its net charge is 0. The value obtained for the HOMO energy (alpha / beta) is -7.810 / -7.887 eV.

```
14
C3H6N4O, DFT ωB97M-V/def2-TZVPD
C -0.8093 0.4232 0.0620
C -2.1889 0.2107 0.2705
C 2.2674 -1.3485 0.4863
N -2.5833 -2.1671 -0.3121
N 1.3955 -0.3366 0.0862
N 0.1734 -0.3809 0.2236
N -3.0594 1.3321 0.3265
O -2.9225 -0.9463 0.0890
H -0.7392 1.5257 -0.1016
H 1.8453 -2.0243 1.4318
H 2.3907 -2.1276 -0.4032
H 3.3009 -0.9171 0.6983
H -3.9104 0.7937 0.2951
H -3.1263 1.9221 1.0947
```

Short version: <1> is the most stable of them.